Entry from OMol25: C10H21N3O8V as an isolated structure (wB97M-V/def2-TZVPD).

XYZ file:
```
43
Properties=species:S:1:pos:R:3:forces:R:3
V -2.6131 -4.5666 -3.4503 -0.19 -0.90 -0.83
O 0.0947 -2.2827 2.0574 -3.66 -0.75 -2.62
O 0.4169 0.0958 -0.6177 -0.93 2.35 -0.45
O -3.4469 -5.8380 -4.3304 2.64 4.24 3.04
O -4.0916 3.1809 0.7343 -0.35 -2.47 0.15
O -1.6278 -4.0910 1.9112 4.21 7.34 -2.89
O 3.1757 -1.1095 0.1963 -0.18 1.20 0.31
O -1.7793 -3.2951 -2.5702 -2.39 -3.38 -2.57
O -3.1726 4.9006 -0.0481 0.45 -2.64 3.73
N -3.0734 4.0516 0.8518 0.39 3.27 -3.96
N 6.0554 0.8860 0.7468 -0.94 0.54 1.56
N -3.3400 1.2533 -0.4893 0.08 -1.78 1.84
C -0.7198 0.9141 -0.1681 -1.03 0.09 1.51
C -1.0661 -2.9803 1.4107 -2.00 -4.45 2.26
C 4.5970 0.7061 1.1920 0.59 1.23 -1.12
C -2.1934 0.2689 -0.5484 -0.14 -1.23 -0.72
C -2.6043 -1.0265 0.4121 0.08 -0.79 0.18
C -3.6053 1.7717 0.9061 -0.73 0.50 0.81
C -1.7567 -2.3891 0.0116 0.17 0.72 0.93
C 1.3998 0.8735 -1.3878 1.75 -0.13 -1.56
C 3.7856 0.1788 -0.1718 -0.06 0.52 1.85
C 2.7150 1.3659 -0.5388 -0.48 0.26 -0.54
H 6.1465 1.7387 0.1221 -0.16 -1.34 1.33
H 0.2074 -1.3803 1.6139 -0.30 -1.72 0.37
H -2.4758 -0.7827 1.5632 -0.14 -0.30 -2.37
H 4.5648 -0.0404 -1.0455 -1.88 0.48 1.99
H 4.4732 -0.0188 2.1023 0.54 1.11 -1.97
H -4.2002 0.6702 -0.7205 1.42 1.28 -0.05
H 3.2741 2.1659 -1.2245 -1.18 -1.71 1.47
H -2.5142 -3.1417 -0.4797 2.00 1.32 1.58
H -3.7517 -1.2942 0.2644 2.41 0.73 0.24
H 2.8329 -1.1094 1.1385 0.75 0.38 -1.71
H -0.8551 -2.1809 -0.7157 -1.66 -0.32 1.22
H 0.9611 1.8247 -1.9250 0.42 -1.92 1.27
H 6.6100 1.0134 1.6339 -0.44 0.06 -1.58
H 1.7831 0.1550 -2.2605 -0.88 1.46 1.98
H 2.3399 1.9530 0.4187 0.83 -1.36 -1.84
H -4.5131 1.2021 1.4289 2.09 1.33 -1.09
H -0.7160 2.0223 -0.5433 0.22 -2.13 0.55
H -2.1892 -0.1693 -1.6590 0.20 1.08 2.33
H -2.6698 1.8243 1.6066 -1.70 -0.28 -1.50
H 4.2175 1.7651 1.5468 0.25 -2.11 -0.72
H -0.6755 0.9147 1.0249 -0.06 0.24 -2.43
```
Forces are in eV/Å.

Summary:
**Calculated total energy**: -2102.9190 hartree
**E_LUMO**: -9.9 eV
**Orbital gap**: 0.0595 Eh
**Multiplicity**: 1
**Maximum force**: 8.95 eV/Å
**Total charge**: +1
**HOMO level**: -11.54 eV


Entry from OMol25: an isolated molecule of C10H21NO2SSi (wB97M-V/def2-TZVPD).

XYZ file:
```
36
Properties=species:S:1:pos:R:3:forces:R:3
S -0.1852 -0.9952 2.2754 -2.28 -2.51 -1.11
Si -1.8350 -1.1099 -2.7859 -2.11 -2.61 0.43
O 0.5782 1.4504 1.8746 -1.10 -1.87 0.51
O -0.6973 -0.6548 -1.6465 0.94 1.77 -1.68
N -0.7055 -1.2287 -0.4299 0.40 -0.52 3.23
C -2.8536 0.2806 -3.4967 2.59 0.65 1.01
C -0.2899 -0.4914 0.5431 -0.13 0.11 0.73
C -3.1492 -1.9554 -1.6957 -0.32 0.33 -1.07
C 4.3839 0.9543 2.8967 0.69 0.06 0.49
C -1.1057 -2.2751 -4.1030 0.88 1.10 1.95
C 2.9599 1.2523 3.3481 -0.36 -0.68 -1.42
C 0.6240 0.4022 2.9072 0.59 2.48 -0.20
C -0.6894 1.9483 -0.0640 -0.94 0.29 -1.32
C 2.0582 0.0086 3.1519 1.16 0.93 -0.49
C 0.2272 0.9095 0.5727 1.73 2.30 -0.74
H 4.5469 1.2196 1.8605 -0.25 -0.27 -0.46
H -1.6161 2.1084 0.4922 0.17 -0.37 0.45
H -0.8123 -3.1845 -3.5688 0.14 0.08 -0.22
H -4.0320 -1.5168 -2.1820 -0.30 0.12 0.72
H 2.2071 -0.6980 3.9648 -0.34 0.00 0.30
H -3.1001 -1.7610 -0.6222 -0.13 0.14 -0.30
H 5.1211 1.5767 3.4085 -0.06 -0.07 0.28
H -3.7503 -0.0395 -3.9803 -0.26 -0.17 -0.64
H -3.3395 -3.0030 -1.8597 0.45 -0.64 0.09
H 0.1382 0.8954 3.7963 0.28 -0.92 -0.73
H -1.6393 -2.5165 -4.9868 -0.73 0.00 -0.66
H 4.6836 -0.1018 3.0476 -0.23 0.52 -0.05
H 1.2457 0.8800 0.1191 -0.82 -0.04 -0.67
H -2.1152 0.8879 -4.0661 -1.15 0.13 -0.04
H -3.1092 0.7677 -2.5490 -0.19 0.51 -0.32
H -0.2134 -1.6959 -4.3555 0.35 -0.42 -0.40
H -0.3054 2.9756 -0.2182 0.47 -0.78 0.28
H 2.8759 1.5610 4.3460 0.29 0.30 1.72
H -1.0495 1.5985 -1.0523 0.47 0.15 0.44
H 2.3918 -0.5540 2.2676 -0.03 0.27 0.01
H 2.5517 2.1044 2.7904 0.14 -0.36 -0.13
```
Forces are in eV/Å.

Summary:
**Calculated total energy**: -1286.4864 hartree
**E_LUMO**: 0.8 eV
**ΔE to the lowest compared entry with this formula, charge and spin**: 1.238 eV
**Orbital gap**: 0.3444 Eh
**Multiplicity**: 1
**Maximum force**: 3.57 eV/Å
**HOMO level**: -8.59 eV
**Structure (SMILES)**: CCC[C@H]1O[C@H](C)/C(=N\O[Si](C)(C)C)S1


What is the E_LUMO in the second record?
0.8 eV